C26H38N2O4 in the gas phase. Source: the OMol25 dataset; level of theory: ωB97M-V/def2-TZVPD.

Computed properties:
Orbital gap: 8.6 eV
HOMO energy: -0.2868 Eh
Electronic energy: -38747.3126 eV
ΔE to the lowest compared entry with this formula, charge and spin: 250.05 kJ/mol
Lowest unoccupied orbital energy: 0.79 eV

Geometry as XYZ:
```
70
Properties=species:S:1:pos:R:3:nbo_charge:R:1
C -2.698 2.174 5.312 -0.249
O -1.671 2.907 4.693 -0.498
C -1.560 2.845 3.331 0.277
C -0.540 3.612 2.770 -0.264
C -0.339 3.615 1.405 -0.193
C -1.145 2.860 0.562 -0.043
C -0.909 2.837 -0.920 -0.415
C -0.159 1.557 -1.323 -0.210
N 0.342 1.649 -2.681 -0.456
C -0.663 1.484 -3.715 -0.215
C -1.109 0.031 -3.928 -0.420
C 0.106 -0.848 -4.212 -0.388
C 1.120 -0.687 -3.080 -0.270
C 2.371 -1.535 -3.320 -0.204
N 3.299 -1.487 -2.199 -0.445
C 4.681 -1.532 -2.632 -0.400
C 3.029 -2.515 -1.201 -0.236
C 1.776 -2.230 -0.417 0.013
C 1.764 -1.176 0.482 -0.339
C 0.617 -0.863 1.203 0.346
O 0.541 0.163 2.102 -0.519
C 1.691 0.934 2.344 -0.249
C -0.542 -1.631 1.020 0.173
O -1.737 -1.375 1.650 -0.504
C -1.709 -1.298 3.059 -0.248
C -0.524 -2.702 0.112 0.292
O -1.693 -3.392 0.004 -0.481
C -1.768 -4.437 -0.932 -0.249
C 0.634 -2.997 -0.595 -0.335
C 1.484 0.799 -2.952 -0.205
C -2.157 2.101 1.129 -0.193
C -2.374 2.091 2.496 -0.255
H -2.606 2.379 6.378 0.198
H -2.588 1.098 5.140 0.172
H -3.687 2.497 4.967 0.175
H 0.082 4.201 3.427 0.221
H 0.456 4.215 0.987 0.209
H -1.865 2.886 -1.444 0.203
H -0.307 3.695 -1.223 0.215
H 0.706 1.449 -0.665 0.198
H -0.811 0.687 -1.147 0.173
H -1.524 2.109 -3.472 0.198
H -0.228 1.861 -4.648 0.188
H -1.616 -0.332 -3.031 0.197
H -1.817 -0.014 -4.757 0.207
H -0.196 -1.894 -4.307 0.201
H 0.564 -0.545 -5.159 0.190
H 0.651 -1.001 -2.146 0.221
H 2.070 -2.574 -3.542 0.169
H 2.877 -1.147 -4.208 0.194
H 4.947 -2.474 -3.137 0.161
H 4.866 -0.705 -3.316 0.200
H 5.332 -1.410 -1.767 0.197
H 3.875 -2.527 -0.507 0.206
H 2.958 -3.516 -1.665 0.168
H 2.661 -0.590 0.592 0.224
H 1.395 1.663 3.097 0.209
H 2.513 0.321 2.727 0.175
H 2.018 1.465 1.445 0.177
H -1.205 -0.392 3.403 0.193
H -2.753 -1.285 3.370 0.184
H -1.216 -2.174 3.493 0.171
H -1.577 -4.082 -1.951 0.174
H -1.069 -5.247 -0.694 0.174
H -2.787 -4.815 -0.870 0.200
H 0.657 -3.819 -1.293 0.218
H 2.222 0.924 -2.159 0.212
H 1.931 1.142 -3.893 0.182
H -2.794 1.499 0.497 0.212
H -3.176 1.489 2.892 0.211
```